Formula: C4H3LiORu
Source: the OMol25 dataset
Level of theory: the ωB97M-V functional and the def2-TZVPD basis

Output
Multiplicity: 7
Orbital gap (spin up / spin down) in eV: 9.00 / 6.09
ΔE to the lowest compared entry with this formula, charge and spin in kcal per mole: 17.12
Net charge: +2
E_HOMO (spin up / spin down) in eV: -18.0 / -19.3

Geometry (Å):
C 0.12 1.67 -0.97
C -0.67 1.86 -1.89
H -1.39 2.08 -2.66
Li -0.83 -0.35 -1.15
O 1.76 -0.50 1.30
C 0.71 -1.18 1.45
C -0.50 -1.17 0.82
Ru 1.57 1.25 0.39
H 0.67 -2.39 1.31
H -1.43 -1.26 1.40

Partial charges, Löwdin, in e: C -0.32; C 0.03; H 0.08; Li 0.73; O -0.13; C -0.31; C 0.10; Ru 1.48; H 0.23; H 0.11